The following is a DFT calculation (ωB97M-V/def2-TZVPD) of a structure of composition C66H53Cl4O6P3W.

Each line ends with the Mulliken spin population.
Element x y z (Å)
W1 0.57 0.14 0.51  0.605
C1 3.74 1.28 -2.11  -0.010
C2 2.60 1.58 -1.19  0.022
O1 1.65 0.68 -1.05  0.000
C3 2.49 2.83 -0.52  0.005
C4 3.42 3.88 -0.73  0.002
C5 3.25 5.10 -0.14  0.004
C6 2.14 5.35 0.68  0.000
C7 1.23 4.34 0.92  0.005
C8 1.40 3.07 0.37  0.042
O2 0.55 2.08 0.69  0.018
H1 3.65 0.27 -2.49  0.002
H2 4.68 1.35 -1.56  0.002
H3 3.78 1.99 -2.94  0.001
H4 4.27 3.71 -1.37  0.000
H5 3.96 5.89 -0.31  0.000
H6 2.00 6.32 1.12  0.000
H7 0.38 4.49 1.57  0.000
C9 3.55 4.67 3.73  0.001
C10 2.27 4.46 4.20  -0.001
C11 1.61 3.27 3.94  0.000
C12 2.24 2.27 3.21  0.009
C13 3.54 2.49 2.73  0.002
C14 4.18 3.68 3.00  0.001
P1 1.42 0.66 2.89  0.060
C15 2.45 -0.47 3.90  0.031
C16 2.18 -1.84 3.85  -0.013
C17 2.97 -2.73 4.55  0.005
C18 4.05 -2.28 5.28  -0.003
C19 4.33 -0.93 5.33  0.004
C20 3.54 -0.02 4.65  0.001
C21 -0.13 0.82 3.86  -0.034
C22 -0.13 0.93 5.23  0.002
C23 -1.33 1.15 5.91  0.000
C24 -2.50 1.21 5.22  0.001
C25 -2.54 1.05 3.82  -0.004
C26 -3.77 1.03 3.12  0.001
C27 -3.77 0.86 1.77  -0.003
C28 -2.56 0.70 1.08  0.006
C29 -1.31 0.70 1.66  -0.016
C30 -1.33 0.87 3.09  -0.016
H8 4.06 5.60 3.95  0.000
H9 1.77 5.22 4.78  0.000
H10 0.61 3.12 4.31  0.000
H11 4.03 1.72 2.16  0.000
H12 5.19 3.84 2.65  0.000
H13 1.35 -2.20 3.26  -0.006
H14 2.74 -3.79 4.50  0.003
H15 4.67 -2.98 5.82  0.000
H16 5.17 -0.57 5.90  0.000
H17 3.77 1.03 4.69  -0.001
H18 0.80 0.86 5.77  0.000
H19 -1.32 1.25 6.99  0.000
H20 -3.44 1.36 5.73  0.000
H21 -4.68 1.15 3.68  0.000
H22 -4.71 0.82 1.23  0.000
H23 -2.63 0.55 0.00  0.007
C31 0.64 -0.03 -4.18  0.001
C32 0.26 1.24 -3.42  -0.003
P2 -0.84 1.02 -1.92  0.090
C33 -2.42 0.54 -2.77  0.013
C34 -3.23 -0.45 -2.21  0.012
C35 -4.42 -0.81 -2.80  0.000
C36 -4.82 -0.22 -3.99  0.000
C37 -4.01 0.75 -4.57  0.000
C38 -2.83 1.14 -3.95  -0.001
C39 -1.30 2.80 -1.68  -0.004
C40 -2.56 3.11 -1.17  -0.002
C41 -2.95 4.42 -0.95  0.000
C42 -2.08 5.46 -1.24  0.000
C43 -0.82 5.17 -1.75  0.000
C44 -0.44 3.86 -1.96  -0.005
C45 1.03 -1.21 -3.28  0.018
P3 -0.58 -2.02 -2.83  0.003
C46 -0.18 -3.56 -1.94  -0.004
C47 0.99 -3.83 -1.26  0.011
C48 1.09 -4.97 -0.48  0.003
C49 0.01 -5.83 -0.36  0.000
C50 -1.15 -5.59 -1.07  0.000
C51 -1.24 -4.47 -1.87  0.001
C52 -0.79 -2.80 -4.50  0.001
C53 0.13 -3.74 -4.95  -0.001
C54 0.08 -4.21 -6.25  0.000
C55 -0.91 -3.75 -7.11  0.000
C56 -1.86 -2.85 -6.65  0.000
C57 -1.80 -2.38 -5.35  0.001
H24 1.46 0.21 -4.86  0.001
H25 -0.21 -0.33 -4.81  -0.001
H26 -0.24 1.94 -4.11  0.005
H27 1.17 1.74 -3.09  -0.006
H28 -2.90 -0.95 -1.32  0.000
H29 -5.04 -1.56 -2.34  0.000
H30 -5.74 -0.51 -4.47  0.000
H31 -4.30 1.19 -5.51  0.000
H32 -2.25 1.93 -4.41  0.000
H33 -3.27 2.32 -0.97  0.000
H34 -3.93 4.63 -0.56  0.000
H35 -2.38 6.48 -1.07  0.000
H36 -0.15 5.98 -1.99  0.000
H37 0.55 3.68 -2.36  0.001
H38 1.54 -0.88 -2.37  -0.009
H39 1.68 -1.92 -3.81  -0.004
H40 1.83 -3.15 -1.34  -0.013
H41 2.01 -5.18 0.04  0.000
H42 0.09 -6.71 0.26  0.000
H43 -1.99 -6.27 -0.99  0.000
H44 -2.14 -4.28 -2.45  0.000
H45 0.89 -4.10 -4.27  0.000
H46 0.81 -4.92 -6.59  0.000
H47 -0.93 -4.09 -8.13  0.000
H48 -2.65 -2.52 -7.31  0.000
H49 -2.55 -1.68 -5.00  0.000
Cl1 5.38 -1.14 1.56  0.040
C58 3.99 -1.85 0.87  0.285
Cl2 4.39 -1.94 -1.49  0.333
Cl3 3.81 -3.52 1.14  0.035
C59 2.86 -1.03 0.73  0.209
O3 2.91 0.23 0.98  0.089
O4 1.72 -1.49 0.33  0.110
Cl4 -6.07 -4.37 2.71  0.000
C60 -4.56 -3.73 2.19  0.002
C61 -3.64 -3.30 3.14  -0.001
C62 -2.45 -2.74 2.73  0.000
C63 -2.17 -2.60 1.36  -0.007
C64 -3.09 -3.07 0.42  0.002
C65 -4.27 -3.64 0.83  -0.002
C66 -0.97 -1.85 1.00  0.006
O5 -0.13 -1.52 1.90  0.012
O6 -0.78 -1.33 -0.16  0.037
H50 -3.86 -3.39 4.19  0.000
H51 -1.73 -2.36 3.43  0.001
H52 -2.86 -3.01 -0.63  0.001
H53 -4.99 -4.02 0.12  0.000

Calculated values
- Molar mass: 1360.7 g mol⁻¹
- E: -161370.4326 eV
- Total charge: 0
- Spin multiplicity: 3
- Gap between HOMO and LUMO (spin up / spin down): 5.2 / 6.3 eV
- HOMO (spin up / spin down): -6.48 / -7.63 eV

=====

The following is a DFT calculation (ωB97M-V/def2-TZVPD) of a cluster of 11 separate species, C66H55N11O22 in total.

Each line ends with the Löwdin charge.
Element x y z (Å)
C1 -3.80 -4.70 0.96  -0.080
C2 -3.57 -4.81 2.32  -0.062
C3 -3.90 -5.97 3.01  0.010
C4 -4.28 -7.06 2.25  -0.153
C5 -4.44 -7.00 0.87  -0.004
C6 -4.21 -5.80 0.22  -0.057
N1 -4.59 -8.33 2.92  -0.348
O1 -4.86 -9.29 2.22  0.074
O2 -4.55 -8.34 4.14  0.074
H1 -3.58 -3.76 0.47  0.086
H2 -3.25 -3.92 2.86  0.105
H3 -3.81 -6.04 4.08  0.123
H4 -4.86 -7.84 0.34  0.118
H5 -4.49 -5.75 -0.82  0.109
C7 -5.47 3.14 -2.41  -0.063
C8 -4.87 1.92 -2.12  -0.052
C9 -4.41 1.70 -0.82  0.000
C10 -4.69 2.62 0.17  -0.148
C11 -5.35 3.81 -0.12  -0.003
C12 -5.69 4.10 -1.43  -0.063
N2 -4.36 2.34 1.56  -0.343
O3 -4.59 3.19 2.39  0.089
O4 -3.86 1.25 1.82  0.064
H6 -5.72 3.28 -3.46  0.110
H7 -4.90 1.13 -2.84  0.093
H8 -3.93 0.76 -0.59  0.107
H9 -5.47 4.54 0.67  0.120
H10 -6.17 5.03 -1.70  0.109
C13 1.19 6.43 1.98  -0.074
C14 0.96 5.96 0.69  -0.053
C15 1.94 6.25 -0.26  0.007
C16 3.09 6.93 0.08  -0.154
C17 3.30 7.34 1.38  -0.008
C18 2.33 7.13 2.35  -0.058
N3 4.11 7.21 -0.92  -0.350
O5 4.10 6.54 -1.94  0.079
O6 4.91 8.09 -0.68  0.086
H11 0.48 6.16 2.75  0.106
H12 0.18 5.26 0.45  0.082
H13 1.82 5.88 -1.27  0.104
H14 4.22 7.83 1.64  0.119
H15 2.48 7.42 3.38  0.107
C19 -0.35 3.86 -2.72  -0.074
C20 -0.64 5.15 -3.12  -0.067
C21 0.28 5.92 -3.81  -0.008
C22 1.49 5.35 -4.12  -0.156
C23 1.81 4.05 -3.77  -0.002
C24 0.90 3.34 -3.01  -0.077
N4 2.47 6.15 -4.88  -0.347
O7 3.58 5.67 -5.04  0.082
O8 2.10 7.22 -5.31  0.078
H16 -1.00 3.37 -2.02  0.082
H17 -1.57 5.63 -2.84  0.110
H18 0.02 6.92 -4.11  0.121
H19 2.76 3.61 -4.03  0.126
H20 1.15 2.32 -2.76  0.085
C25 3.60 -1.06 4.46  -0.065
C26 3.96 -1.96 5.46  -0.052
C27 3.04 -2.93 5.85  -0.006
C28 1.77 -2.91 5.34  -0.154
C29 1.37 -1.96 4.42  0.003
C30 2.34 -1.12 3.90  -0.065
N5 0.78 -3.86 5.86  -0.352
O9 1.09 -4.54 6.82  0.087
O10 -0.29 -3.90 5.30  0.063
H21 4.37 -0.39 4.11  0.110
H22 4.89 -1.89 6.01  0.110
H23 3.32 -3.71 6.55  0.122
H24 0.32 -1.83 4.19  0.111
H25 2.14 -0.38 3.14  0.094
C31 -1.80 -1.53 -0.37  -0.065
C32 -1.51 -0.49 -1.23  -0.078
C33 -1.04 0.73 -0.76  0.000
C34 -0.86 0.85 0.60  -0.166
C35 -1.16 -0.16 1.49  -0.010
C36 -1.61 -1.38 1.00  -0.049
N6 -0.43 2.14 1.16  -0.322
O11 -0.57 2.32 2.35  0.078
O12 0.07 2.94 0.39  0.061
H26 -2.22 -2.45 -0.76  0.103
H27 -1.72 -0.57 -2.29  0.085
H28 -0.78 1.51 -1.45  0.089
H29 -0.98 -0.08 2.55  0.120
H30 -1.84 -2.15 1.72  0.097
C37 3.08 0.97 0.60  -0.059
C38 4.43 1.30 0.44  -0.049
C39 5.30 0.41 -0.15  0.001
C40 4.85 -0.80 -0.66  -0.147
C41 3.50 -1.09 -0.64  -0.004
C42 2.65 -0.22 0.01  -0.073
N7 5.82 -1.79 -1.10  -0.357
O13 5.40 -2.71 -1.76  0.078
O14 6.98 -1.65 -0.76  0.088
H31 2.43 1.60 1.19  0.099
H32 4.79 2.23 0.86  0.111
H33 6.36 0.58 -0.02  0.122
H34 3.07 -2.00 -1.02  0.091
H35 1.63 -0.52 0.19  0.093
C43 1.47 -3.36 -3.30  -0.052
C44 1.01 -2.18 -2.71  -0.069
C45 1.19 -0.99 -3.39  0.006
C46 1.61 -1.02 -4.71  -0.148
C47 2.09 -2.18 -5.29  -0.010
C48 2.00 -3.37 -4.58  -0.050
N8 1.70 0.22 -5.49  -0.325
O15 1.16 1.22 -5.03  0.065
O16 2.29 0.20 -6.54  0.092
H36 1.44 -4.28 -2.73  0.098
H37 0.58 -2.21 -1.72  0.083
H38 1.02 -0.04 -2.90  0.104
H39 2.34 -2.18 -6.34  0.121
H40 2.39 -4.28 -5.01  0.113
C49 2.53 -7.91 0.09  -0.065
C50 1.31 -7.85 0.77  -0.053
C51 0.63 -6.65 0.85  0.004
C52 1.21 -5.53 0.28  -0.151
C53 2.45 -5.54 -0.31  -0.007
C54 3.08 -6.77 -0.46  -0.056
N9 0.51 -4.25 0.46  -0.315
O17 1.19 -3.25 0.50  0.070
O18 -0.70 -4.29 0.62  0.070
H41 3.00 -8.87 -0.11  0.111
H42 0.91 -8.74 1.22  0.113
H43 -0.38 -6.65 1.24  0.122
H44 2.88 -4.66 -0.78  0.109
H45 3.98 -6.86 -1.06  0.113
C55 -2.44 2.28 5.77  -0.061
C56 -2.74 1.94 7.08  -0.066
C57 -2.17 2.66 8.12  -0.007
C58 -1.31 3.70 7.83  -0.156
C59 -0.94 3.96 6.53  -0.011
C60 -1.54 3.31 5.47  -0.051
N10 -0.69 4.43 8.94  -0.357
O19 -0.24 5.53 8.68  0.074
O20 -0.66 3.90 10.03  0.083
H46 -2.96 1.80 4.94  0.102
H47 -3.49 1.22 7.34  0.108
H48 -2.50 2.46 9.13  0.120
H49 -0.25 4.78 6.34  0.119
H50 -1.23 3.38 4.44  0.083
C61 -0.28 -1.14 -8.15  -0.060
C62 -0.77 0.14 -7.83  -0.060
C63 -1.54 0.35 -6.71  -0.005
C64 -1.86 -0.74 -5.92  -0.155
C65 -1.35 -1.99 -6.16  -0.008
C66 -0.60 -2.19 -7.32  -0.074
N11 -2.69 -0.52 -4.73  -0.338
O21 -2.95 -1.48 -4.03  0.063
O22 -3.09 0.61 -4.52  0.072
H51 0.43 -1.20 -8.96  0.115
H52 -0.50 1.02 -8.41  0.117
H53 -1.96 1.33 -6.52  0.124
H54 -1.53 -2.84 -5.52  0.124
H55 -0.02 -3.10 -7.42  0.110

Calculated values
- SMILES: O=[N+]([O-])c1ccccc1.O=[N+]([O-])c1ccccc1.O=[N+]([O-])c1ccccc1.O=[N+]([O-])c1ccccc1.O=[N+]([O-])c1ccccc1.O=[N+]([O-])c1ccccc1.O=[N+]([O-])c1ccccc1.O=[N+]([O-])c1ccccc1.O=[N+]([O-])c1ccccc1.O=[N+]([O-])c1ccccc1.O=[N+]([O-])c1ccccc1
- Molar mass: 1354.2 g mol⁻¹
- E: -130740.1117 eV
- Energy above the lowest of the compared OMol25 structures with the same formula, charge and spin: 19.1 kJ/mol
- Total charge: 0
- Gap between HOMO and LUMO: 8.7 eV
- HOMO: -9.91 eV

=====

> Look up the total charge of the first one.

0